Formula: C4H16N2O4
Source: OMol25
Level of theory: ωB97M-V/def2-TZVPD

Positions of all 26 atoms, in Å:
N 4.07 -1.55 2.89
C 3.67 -2.49 3.62
N 2.63 -2.95 3.08
O 4.21 -2.87 4.60
H 5.00 -1.19 2.99
H 3.45 -1.26 2.14
H 2.31 -2.38 2.30
H 2.14 -3.75 3.45
C 1.11 -0.08 -2.22
O 0.80 -0.26 -0.89
H 0.42 0.62 -2.69
H 2.07 0.44 -2.22
H 1.26 -1.01 -2.76
H -0.14 -0.30 -0.67
C -3.86 -2.26 0.93
O -3.29 -1.00 1.19
H -3.15 -3.08 0.99
H -4.71 -2.47 1.58
H -4.30 -2.30 -0.07
H -3.21 -0.91 2.15
C -2.10 5.11 -3.24
O -0.92 4.67 -3.92
H -1.98 5.23 -2.16
H -2.20 6.12 -3.65
H -3.02 4.55 -3.41
H -0.27 5.36 -3.99

Values from the calculation:
**Calculated total energy**: -15575.2638 eV
**HOMO level**: -9.6 eV
**LUMO level**: 0.40 eV
**Structure (SMILES)**: NC(N)=O.CO.CO.CO
**2S+1**: 1
**Charge**: 0

Formula: C23H38AsF4N2Si2Ta
Source: OMol25
Level of theory: ωB97M-V/def2-TZVPD

Positions of all 71 atoms, in Å:
Ta 0.57 -0.65 -0.44
C 4.10 1.95 -1.53
C 3.19 0.75 -1.36
N 2.19 0.86 -0.22
C 2.86 1.06 1.12
C 4.02 0.14 1.45
C 1.32 2.05 -0.44
C 0.37 1.89 -1.63
N 0.04 0.46 -2.00
C -0.33 0.37 -3.38
C 0.33 -0.50 -4.23
F 1.36 -1.23 -3.76
C 0.02 -0.61 -5.57
F 0.69 -1.47 -6.32
C -0.97 0.18 -6.13
C -1.59 1.09 -5.31
F -2.52 1.91 -5.80
C -1.28 1.20 -3.97
F -1.90 2.15 -3.25
H 4.84 1.70 -2.30
H 4.65 2.20 -0.63
H 3.58 2.84 -1.88
H 3.76 -0.14 -1.18
H 2.61 0.58 -2.27
H 2.06 0.98 1.86
H 3.20 2.10 1.14
H 3.73 -0.90 1.50
H 4.39 0.42 2.44
H 4.85 0.25 0.76
H 1.95 2.92 -0.60
H 0.76 2.22 0.49
H 0.85 2.31 -2.52
H -0.54 2.44 -1.44
H -1.22 0.11 -7.18
C 1.32 -2.75 -1.42
C 0.10 -3.02 -0.78
C 0.28 -2.84 0.62
C 1.62 -2.48 0.83
C 2.27 -2.40 -0.43
H 1.51 -2.83 -2.48
H -0.82 -3.30 -1.27
H -0.46 -3.02 1.38
H 2.08 -2.28 1.79
H 3.31 -2.19 -0.60
C -2.43 -1.94 3.85
Si -0.94 -0.86 3.60
C -0.95 0.68 4.63
C 0.63 -1.82 3.91
As -0.99 0.04 1.35
Si -3.33 0.61 0.95
C -3.95 1.39 2.51
C -4.02 -1.08 0.60
C -3.48 1.73 -0.50
H -2.40 -2.31 4.88
H -2.45 -2.81 3.19
H -3.37 -1.40 3.74
H -0.95 0.41 5.69
H -1.82 1.31 4.46
H -0.05 1.28 4.46
H 0.72 -1.93 4.99
H 1.52 -1.30 3.56
H 0.60 -2.84 3.51
H -3.91 0.73 3.38
H -5.00 1.66 2.35
H -3.42 2.31 2.75
H -3.81 -1.81 1.38
H -3.63 -1.46 -0.35
H -5.11 -1.01 0.50
H -2.98 2.68 -0.37
H -4.55 1.93 -0.66
H -3.11 1.25 -1.41

Values from the calculation:
**Calculated total energy**: -116450.4780 eV
**HOMO level (alpha / beta)**: -14.3 / -14.3 eV
**LUMO level (alpha / beta)**: -7.48 / -7.48 eV
**2S+1**: 1
**Charge**: +2

Formula: C22H43N2OP3Pb
Source: OMol25
Level of theory: ωB97M-V/def2-TZVPD

Positions of all 72 atoms, in Å:
Pb 0.62 -0.48 -0.43
P -1.73 1.20 1.55
P -1.22 -2.89 1.38
P -1.87 0.56 -1.63
H 3.10 3.16 -1.82
C 2.33 3.91 -2.10
C 1.46 4.39 -1.20
H 1.56 4.10 -0.14
C -0.83 1.37 3.14
C -3.34 0.56 2.19
C -2.20 2.97 1.35
C -0.06 -3.67 0.27
C -0.94 -3.40 3.07
C -2.91 -3.24 0.88
C -1.47 2.25 -2.20
C -3.68 0.66 -1.38
C -1.73 -0.37 -3.19
H 2.35 4.25 -3.15
H 0.65 5.08 -1.46
H -0.05 2.13 3.04
H -0.35 0.42 3.41
H -1.53 1.67 3.93
H -3.23 -0.48 2.53
H -4.10 0.59 1.40
H -3.67 1.19 3.02
H -1.31 3.54 1.07
H -2.59 3.33 2.32
H -2.98 3.09 0.59
H -0.15 -4.76 0.41
H 0.99 -3.39 0.49
H -0.27 -3.45 -0.79
H -0.95 -4.49 3.13
H -1.72 -2.97 3.70
H 0.04 -3.02 3.41
H -3.06 -4.33 0.90
H -3.11 -2.88 -0.14
H -3.62 -2.77 1.57
H -1.85 2.36 -3.22
H -0.39 2.42 -2.18
H -1.95 2.99 -1.55
H -4.17 0.75 -2.36
H -3.95 1.52 -0.75
H -4.03 -0.26 -0.89
H -2.21 0.22 -3.99
H -2.22 -1.34 -3.10
H -0.67 -0.53 -3.47
C 2.19 -0.65 -3.10
C 2.27 -2.06 -2.98
C 2.06 -2.85 -4.10
C 1.75 -2.27 -5.33
C 1.78 -0.88 -5.47
C 2.10 -0.06 -4.39
O 2.09 0.14 -2.04
H -1.09 -1.46 1.44
H 2.47 -2.50 -1.99
H 2.16 -3.93 -4.01
H 1.50 -2.91 -6.19
H 1.60 -0.41 -6.44
H 2.15 1.03 -4.46
N 3.93 1.02 4.99
C 3.38 0.70 3.80
C 2.94 1.71 2.90
C 2.36 1.33 1.71
N 2.18 0.03 1.37
C 2.61 -0.95 2.22
C 3.22 -0.66 3.43
H 4.01 1.99 5.29
H 4.26 0.32 5.63
H 3.08 2.76 3.14
H 2.01 2.08 0.99
H 2.46 -1.99 1.89
H 3.57 -1.46 4.07

Values from the calculation:
**Calculated total energy**: -61611.6011 eV
**HOMO level (alpha / beta)**: -19.0 / -19.0 eV
**LUMO level (alpha / beta)**: -13.67 / -15.03 eV
**2S+1**: 1
**Charge**: +4

Formula: C7H15CoN5O3
Source: OMol25
Level of theory: ωB97M-V/def2-TZVPD

Positions of all 31 atoms, in Å:
Co -0.24 -2.37 -0.08
C 3.15 -0.36 0.18
O 1.98 0.40 0.45
C 0.81 -0.34 0.39
O 0.80 -1.47 1.19
N -1.69 -0.11 0.74
N -1.72 -1.57 0.87
H 3.99 0.34 0.26
H 3.12 -0.77 -0.83
H 3.28 -1.16 0.90
H -2.02 0.07 -0.20
H -2.67 -1.84 0.63
H -1.60 -1.78 1.86
C -0.86 3.01 0.27
N -0.40 1.69 -0.07
C -0.04 1.46 -1.46
C -0.07 -0.02 -1.84
O -0.57 -0.39 -2.89
N 0.47 -0.86 -0.92
C -0.35 0.61 0.84
N -0.19 1.05 2.20
H -0.10 3.77 0.05
H -1.09 3.05 1.33
H -1.77 3.28 -0.29
H 0.96 1.86 -1.70
H -0.76 1.95 -2.12
H -0.11 0.23 2.79
H 0.72 1.50 2.25
C -0.91 -3.48 -1.31
H -0.19 -4.10 -1.86
H -1.93 -3.65 -1.65

Values from the calculation:
**Calculated total energy**: -58717.4369 eV
**HOMO level (alpha / beta)**: -8.2 / -8.2 eV
**Expectation value of S²**: 0.899
**LUMO level (alpha / beta)**: -1.12 / -1.19 eV
**2S+1**: 2
**Charge**: 0

Formula: C52H45BiBrN7O3P2S4
Source: OMol25
Level of theory: ωB97M-V/def2-TZVPD

Positions of all 115 atoms, in Å:
Bi -22.83 6.53 -5.06
S -24.04 5.21 -3.10
C -24.83 6.75 -2.74
C -25.00 7.15 -1.42
C -25.62 8.32 -1.08
C -25.83 8.65 0.31
N -26.04 8.92 1.39
C -26.17 9.14 -2.06
C -25.98 8.76 -3.39
C -25.37 7.58 -3.74
S -25.27 7.24 -5.45
C -26.95 10.29 -1.74
N -27.57 11.23 -1.54
H -24.64 6.53 -0.65
H -26.38 9.36 -4.22
C -20.38 8.55 -2.83
O -20.70 7.20 -3.12
C -20.34 6.24 -2.25
C -19.93 6.45 -0.93
C -19.68 5.35 -0.11
Br -19.14 5.64 1.66
C -19.89 4.06 -0.60
C -20.28 3.86 -1.94
C -20.45 4.97 -2.82
O -20.76 4.89 -4.08
C -20.47 2.54 -2.49
N -20.76 2.33 -3.76
C -21.04 0.98 -3.86
C -21.51 0.17 -4.91
C -21.85 -1.14 -4.64
C -21.56 -1.73 -3.40
C -20.95 -1.00 -2.38
C -20.77 0.34 -2.63
N -20.37 1.41 -1.78
H -19.34 8.73 -2.98
H -20.56 8.85 -1.81
H -20.98 9.22 -3.45
H -19.77 7.49 -0.55
H -19.80 3.22 0.05
H -20.82 3.90 -4.28
H -21.73 0.56 -5.91
H -22.27 -1.77 -5.40
H -21.80 -2.76 -3.22
H -20.80 -1.46 -1.40
H -20.39 1.37 -0.80
C -22.57 11.89 -11.65
S -21.29 12.74 -10.76
C -19.99 11.54 -10.44
C -20.03 10.73 -9.14
C -21.26 9.86 -9.05
N -21.52 9.29 -7.68
P -22.49 10.09 -6.48
C -24.10 10.49 -7.23
C -24.90 11.48 -6.65
C -26.16 11.75 -7.19
C -26.63 11.02 -8.30
C -25.84 9.99 -8.84
C -24.60 9.77 -8.32
C -21.73 11.74 -6.47
C -21.98 12.75 -7.41
C -21.16 13.88 -7.43
C -20.25 14.12 -6.41
C -20.02 13.17 -5.45
C -20.75 11.98 -5.48
P -21.16 7.68 -7.33
C -19.45 7.41 -7.89
C -18.47 7.48 -6.89
C -17.13 7.33 -7.21
C -16.75 7.31 -8.54
C -17.71 7.26 -9.52
C -19.05 7.28 -9.22
C -22.05 6.38 -8.28
C -21.69 5.04 -7.68
C -22.17 3.81 -8.55
C -23.33 4.08 -9.47
C -23.66 5.32 -9.82
C -23.03 6.48 -9.16
H -23.23 12.60 -12.13
H -23.18 11.29 -10.92
H -22.14 11.21 -12.39
H -19.08 12.14 -10.52
H -20.07 10.90 -11.32
H -19.99 11.35 -8.26
H -19.20 10.08 -9.09
H -21.24 8.97 -9.71
H -22.19 10.40 -9.30
H -24.51 12.10 -5.85
H -26.76 12.52 -6.72
H -27.60 11.22 -8.72
H -26.26 9.47 -9.70
H -24.00 9.07 -8.87
H -22.74 12.63 -8.15
H -21.23 14.63 -8.18
H -19.68 15.03 -6.43
H -19.31 13.37 -4.64
H -20.60 11.16 -4.83
H -18.78 7.59 -5.85
H -16.46 7.23 -6.37
H -15.72 7.28 -8.80
H -17.30 7.12 -10.53
H -19.76 7.07 -10.02
H -20.62 5.00 -7.50
H -21.35 3.43 -9.14
H -23.78 3.26 -9.96
H -24.38 5.54 -10.61
H -23.34 7.45 -9.57
O -22.44 2.78 -7.59
S -23.46 3.52 -6.46
N -22.32 4.81 -6.34
C -15.61 3.73 -2.87
C -15.93 5.12 -3.25
N -16.31 6.19 -3.48
H -15.85 3.55 -1.81
H -14.60 3.47 -3.10
H -16.28 3.12 -3.43

Values from the calculation:
**Calculated total energy**: -209026.3988 eV
**HOMO level**: -7.4 eV
**LUMO level**: -0.19 eV
**2S+1**: 1
**Charge**: 0

Formula: C5H14S
Source: OMol25
Level of theory: ωB97M-V/def2-TZVPD

Positions of all 20 atoms, in Å:
C 0.30 1.56 -0.53
C 0.42 1.64 -2.04
S 0.88 0.11 -2.91
C 1.48 -1.04 -1.63
H 0.18 2.56 -0.09
H 1.13 1.13 0.01
H -0.59 1.02 -0.21
H -0.56 1.95 -2.41
H 1.08 2.44 -2.36
H 0.65 -1.71 -1.39
H 2.24 -1.65 -2.13
H 1.98 -0.55 -0.80
C -1.12 -1.50 1.54
C -1.24 -0.37 2.55
H -0.31 -1.26 0.84
H -0.79 -2.42 2.02
H -2.03 -1.61 0.93
H -1.22 0.65 2.15
H -0.40 -0.42 3.26
H -2.11 -0.52 3.19

Values from the calculation:
**Calculated total energy**: -16246.8087 eV
**HOMO level**: -8.3 eV
**LUMO level**: 0.94 eV
**Structure (SMILES)**: CCSC.CC
**2S+1**: 1
**Charge**: 0

Formula: C2H7NO3
Source: OMol25
Level of theory: ωB97M-V/def2-TZVPD

Positions of all 13 atoms, in Å:
C 1.97 -1.31 -0.08
N 1.45 0.05 -0.17
C 0.15 0.41 0.11
O -0.41 1.53 -0.19
O -0.50 -0.50 0.75
H 2.98 -1.40 -0.31
H 1.65 -1.47 0.99
H 1.32 -1.94 -0.58
H 1.77 0.73 -0.77
H -1.37 -0.06 0.87
O -3.11 0.98 -0.19
H -2.20 1.26 -0.33
H -3.70 1.72 -0.10

Values from the calculation:
**Calculated total energy**: -9820.2647 eV
**HOMO level**: -10.1 eV
**LUMO level**: 0.74 eV
**Structure (SMILES)**: CNC(=O)O.O
**2S+1**: 1
**Charge**: 0

Formula: C2ClN5
Source: OMol25
Level of theory: ωB97M-V/def2-TZVPD

Positions of all 8 atoms, in Å:
C 1.44 -1.22 -0.01
C 1.08 0.04 0.04
N 1.52 -2.39 -0.05
N -1.06 -0.06 0.09
N 1.03 1.24 0.09
N -1.15 1.18 -0.09
N -0.18 1.99 -0.10
Cl -2.68 -0.77 0.02

Values from the calculation:
**Calculated total energy**: -22040.2475 eV
**HOMO level**: -10.1 eV
**LUMO level**: -2.27 eV
**2S+1**: 1
**Charge**: 0

Formula: C6H14O2
Source: OMol25
Level of theory: ωB97M-V/def2-TZVPD

Positions of all 22 atoms, in Å:
C -0.67 0.68 0.07
C 1.11 -0.79 -0.55
C -0.76 -0.73 0.02
C -0.14 1.34 1.31
C -0.80 1.53 -1.15
C 1.89 -1.41 0.59
O 1.11 -1.58 -1.70
O -2.57 0.25 0.65
H 0.81 -2.47 -1.47
H -3.16 0.20 -0.12
H 1.59 0.14 -0.84
H -1.24 -1.18 -0.83
H -0.78 -1.29 0.95
H -1.52 1.17 -1.87
H 0.74 1.96 1.10
H -0.92 2.01 1.69
H 0.05 0.63 2.12
H -1.12 2.54 -0.88
H 0.12 1.70 -1.72
H 2.90 -1.66 0.27
H 1.41 -2.33 0.94
H 1.95 -0.72 1.43

Values from the calculation:
**Calculated total energy**: -10540.1808 eV
**HOMO level**: -7.7 eV
**LUMO level**: 0.72 eV
**2S+1**: 1
**Charge**: 0

Formula: C45H45Cl2N5O8S2Sn
Source: OMol25
Level of theory: ωB97M-V/def2-TZVPD

Positions of all 108 atoms, in Å:
Sn 0.84 1.20 -0.03
O -0.07 0.07 2.11
S -1.05 -0.38 3.18
C -1.50 1.15 4.08
C -1.51 2.41 3.23
C -2.79 2.67 2.45
C -2.68 3.90 1.55
S -1.79 3.56 -0.02
O -1.35 2.10 0.08
C -3.14 3.54 -1.17
C -3.18 4.54 -2.13
C -4.20 4.53 -3.07
C -5.15 3.52 -3.05
C -5.09 2.52 -2.08
C -4.08 2.53 -1.13
C -2.62 -0.77 2.41
C -3.63 -1.27 3.21
C -4.83 -1.65 2.64
C -5.01 -1.54 1.27
C -3.98 -1.07 0.47
C -2.77 -0.68 1.03
H -0.74 1.21 4.85
H -2.45 0.95 4.57
H -0.65 2.38 2.56
H -1.33 3.25 3.91
H -3.62 2.84 3.14
H -3.06 1.80 1.85
H -2.12 4.69 2.04
H -3.66 4.29 1.27
H -2.42 5.32 -2.15
H -4.24 5.31 -3.83
H -5.94 3.51 -3.79
H -5.84 1.74 -2.07
H -4.02 1.75 -0.38
H -3.48 -1.38 4.28
H -5.63 -2.03 3.26
H -5.95 -1.84 0.82
H -4.12 -1.00 -0.61
H -1.96 -0.30 0.42
Cl 7.34 4.15 2.46
C 6.02 3.71 1.48
C 6.24 2.95 0.33
C 5.17 2.60 -0.45
Cl 5.39 1.65 -1.85
C 3.80 3.00 -0.12
O 2.86 2.71 -0.87
C 3.63 3.77 1.10
C 2.32 4.21 1.61
O 1.23 3.85 1.21
C 4.72 4.11 1.85
H 7.24 2.64 0.06
H 2.39 4.92 2.45
H 4.60 4.70 2.75
N 1.35 -1.55 -2.37
C 0.09 -1.40 -1.94
N -0.91 -2.00 -2.63
O -0.18 -0.73 -0.92
H 1.57 -2.11 -3.18
H 2.09 -1.22 -1.78
H -0.75 -2.56 -3.45
H -1.85 -1.87 -2.30
C 0.39 -7.58 0.21
C 0.04 -6.14 0.46
C -1.29 -5.74 0.51
C -1.65 -4.41 0.70
C -0.66 -3.47 0.88
C 0.67 -3.86 0.88
N 1.62 -2.82 1.08
C 2.56 -2.75 2.02
C 2.68 -3.75 3.03
C 3.67 -3.65 3.97
C 4.56 -2.57 3.93
C 4.43 -1.56 2.98
C 3.44 -1.62 2.02
C 3.30 -0.46 1.04
O 3.85 0.60 1.33
O 2.56 -0.67 0.01
C 1.06 -5.18 0.63
C 2.50 -5.60 0.49
H -0.50 -8.20 0.20
H 1.06 -7.97 0.98
H 0.90 -7.70 -0.75
H -2.06 -6.49 0.38
H -2.69 -4.12 0.72
H -0.90 -2.42 1.03
H 1.59 -1.99 0.47
H 1.96 -4.55 3.06
H 3.77 -4.41 4.73
H 5.35 -2.50 4.67
H 5.08 -0.70 2.98
H 2.82 -6.22 1.34
H 3.18 -4.76 0.41
H 2.63 -6.21 -0.40
N 0.23 2.79 -7.43
C -0.55 2.03 -6.63
O -1.51 1.40 -7.02
C -0.15 1.96 -5.18
C 1.15 2.12 -4.71
C 1.40 1.97 -3.36
N 0.44 1.67 -2.48
C -0.81 1.52 -2.93
C -1.15 1.65 -4.26
H -0.05 2.89 -8.40
H 0.90 3.44 -7.06
H 1.97 2.33 -5.38
H 2.40 2.08 -2.95
H -1.56 1.27 -2.19
H -2.16 1.50 -4.60

Values from the calculation:
**Calculated total energy**: -123762.2129 eV
**HOMO level (alpha / beta)**: -12.9 / -12.5 eV
**LUMO level (alpha / beta)**: -6.70 / -7.09 eV
**2S+1**: 1
**Charge**: +2